Record 1
Formula: C39H78O11
Source: the Open Molecules 2025 dataset
Level of theory: ωB97M-V/def2-TZVPD

## Properties
**HOMO energy**: -9.19 eV
**SMILES**: C[C@@]1(CCC(=O)O)OC(=O)O[C@@H]1CCc1ccccc1.CCOCC.CCOCC.CCOCC.CCOCC.CCOCC.CCOCC
**Multiplicity**: 1
**Total charge**: 0

Bonds (Å) are listed after each position.
Atoms and positions in Å:
1 C -1.837 -0.443 2.737  H22 1.093, H33 1.091, C45 1.519, H101 1.092
2 H -8.615 0.883 -4.159  C31 1.092
3 H -3.159 -2.409 -8.998  C7 1.092
4 H 4.952 -2.207 3.079  C44 1.093
5 H 3.747 -5.998 3.726  C85 1.093
6 C 3.071 -5.160 5.571  H56 1.092, H75 1.092, C85 1.519, H100 1.092
7 C -2.720 -1.660 -8.336  H3 1.092, H41 1.095, O117 1.418, C123 1.519
8 C 0.951 2.687 2.242  O59 1.467, H84 1.121, C113 1.584, C127 1.556
9 H 6.352 -4.481 0.772  C57 1.092
10 H 6.963 -6.858 2.626  C64 1.096
11 H -0.811 -1.026 -2.487  C102 1.092
12 H -0.539 5.910 0.305  C63 1.112
13 H -3.007 -0.807 4.489  C45 1.092
14 H 4.801 -4.737 4.334  C85 1.095
15 H -1.360 -1.390 4.627  C45 1.096
16 H -1.782 2.496 1.461  C108 1.119
17 H -4.316 -0.078 -5.914  C46 1.092
18 C -0.523 -3.729 3.631  H86 1.093, H90 1.092, C110 1.519, H116 1.092
19 H 7.133 -4.360 2.346  C57 1.093
20 C 3.286 3.711 1.408  H51 1.118, C66 1.578, H99 1.126, C113 1.567
21 C 4.971 5.408 2.270  C66 1.575, O93 1.402, O104 1.205
22 H -2.673 -0.383 2.035  C1 1.093
23 C 1.984 1.094 3.401  O59 1.420, O60 1.401, O79 1.180
24 C 2.989 -2.782 3.774  C44 1.519, O95 1.420, H98 1.095, H115 1.092
25 C -5.099 0.164 -1.974  H52 1.093, H54 1.092, H65 1.092, C118 1.519
26 C -0.887 7.110 2.216  C29 1.454, H39 1.112, C63 1.466
27 C 2.582 3.955 3.943  H88 1.127, H96 1.124, C113 1.585, H120 1.123
28 H 10.013 -6.165 0.687  C47 1.092
29 C -1.318 6.942 3.595  C26 1.454, C40 1.466, H55 1.119
30 H 4.664 6.110 4.004  O93 0.979
31 C -8.187 1.120 -5.135  H2 1.092, O37 1.419, H105 1.095, C121 1.520
32 H -5.663 3.187 -5.665  C58 1.092
33 H -0.984 -0.856 2.196  C1 1.091
34 O 8.047 -6.570 0.884  C47 1.418, C64 1.419
35 H 0.772 3.991 0.470  C127 1.128
36 H -1.851 -3.083 -6.962  C123 1.092
37 O -7.135 2.041 -4.893  C31 1.419, C58 1.419
38 H 4.889 -2.558 4.804  C44 1.092
39 H -0.540 8.066 1.768  C26 1.112
40 C -1.769 5.669 4.164  C29 1.466, C69 1.458, H122 1.112
41 H -2.408 -0.826 -8.973  C7 1.095
42 H 10.576 -6.004 3.063  C94 1.092
43 C -1.306 4.636 1.932  C63 1.464, C69 1.469, C108 1.579
44 C 4.336 -2.109 3.976  H4 1.093, C24 1.519, H38 1.092, H87 1.092
45 C -2.205 -1.300 3.936  C1 1.519, H13 1.092, H15 1.096, O76 1.418
46 C -3.416 -0.256 -6.506  H17 1.092, C48 1.519, H72 1.096, O117 1.418
47 C 9.211 -5.940 1.393  H28 1.092, O34 1.418, H78 1.095, C94 1.519
48 C -2.978 1.057 -7.131  C46 1.519, H50 1.092, H80 1.093, H82 1.092
49 H -1.695 3.567 -0.004  C108 1.126
50 H -2.035 0.951 -7.673  C48 1.092
51 H 3.180 3.043 0.517  C20 1.118
52 H -4.601 -0.767 -1.692  C25 1.093
53 H 9.701 -7.524 2.778  C94 1.092
54 H -5.315 0.711 -1.054  C25 1.092
55 H -1.294 7.854 4.243  C29 1.119
56 H 2.015 -5.411 5.447  C6 1.092
57 C 6.422 -4.946 1.758  H9 1.092, H19 1.093, C64 1.519, H81 1.092
58 C -6.437 2.510 -6.036  H32 1.092, O37 1.419, H74 1.096, C91 1.519
59 O 1.035 1.227 2.353  C8 1.467, C23 1.420
60 O 3.059 1.865 2.941  C23 1.401, C113 1.468
61 H 5.258 3.168 2.417  C66 1.116
62 H -8.059 2.611 -7.477  C91 1.092
63 C -0.871 5.915 1.367  H12 1.112, C26 1.466, C43 1.464
64 C 6.858 -6.396 1.638  H10 1.096, O34 1.419, C57 1.519, H97 1.092
65 H -6.041 -0.095 -2.461  C25 1.092
66 C 4.813 3.934 1.739  C20 1.578, C21 1.575, H61 1.116, H114 1.126
67 H -2.331 -4.344 2.668  C110 1.092
68 H -2.058 3.460 3.650  C69 1.114
69 C -1.761 4.481 3.319  C40 1.458, C43 1.469, H68 1.114
70 H -1.568 -2.972 1.889  C110 1.096
71 H -2.600 -0.059 -0.999  C92 1.096
72 H -2.656 -0.636 -5.814  C46 1.096
73 H -6.709 3.698 -7.816  C91 1.092
74 H -5.916 1.682 -6.529  C58 1.096
75 H 3.121 -4.230 6.142  C6 1.092
76 O -2.695 -2.583 3.584  C45 1.418, C110 1.418
77 H -1.166 0.216 -3.706  C102 1.093
78 H 9.089 -4.851 1.387  C47 1.095
79 O 1.875 0.503 4.417  C23 1.180
80 H -2.838 1.817 -6.358  C48 1.093
81 H 5.448 -4.881 2.248  C57 1.092
82 H -3.726 1.411 -7.844  C48 1.092
83 H 8.881 -6.159 3.530  C94 1.092
84 H 0.391 2.955 3.176  C8 1.121
85 C 3.750 -5.024 4.219  H5 1.093, C6 1.519, H14 1.095, O95 1.417
86 H -0.758 -4.134 4.619  C18 1.093
87 H 4.201 -1.049 4.198  C44 1.092
88 H 2.141 4.989 3.868  C27 1.127
89 H -7.856 4.069 -6.511  C91 1.092
90 H 0.079 -4.458 3.085  C18 1.092
91 C -7.316 3.266 -7.017  C58 1.519, H62 1.092, H73 1.092, H89 1.092
92 C -2.143 0.528 -1.804  H71 1.096, C102 1.519, H107 1.093, O124 1.417
93 O 5.431 5.692 3.563  C21 1.402, H30 0.979
94 C 9.617 -6.435 2.771  H42 1.092, C47 1.519, H53 1.092, H83 1.092
95 O 3.088 -4.130 3.341  C24 1.420, C85 1.417
96 H 3.681 4.021 4.167  C27 1.124
97 H 6.081 -6.955 1.114  C64 1.092
98 H 2.377 -2.717 4.681  C24 1.095
99 H 2.842 4.709 1.135  C20 1.126
100 H 3.553 -5.941 6.163  C6 1.092
101 H -1.573 0.567 3.059  C1 1.092
102 C -1.590 -0.377 -2.892  H11 1.092, H77 1.093, C92 1.519, H126 1.092
103 H -8.546 -0.884 -5.851  C121 1.092
104 O 4.698 6.332 1.547  C21 1.205
105 H -8.984 1.595 -5.717  C31 1.095
106 H -3.984 0.445 -3.812  C118 1.095
107 H -1.317 1.083 -1.354  C92 1.093
108 C -1.239 3.360 1.004  H16 1.119, C43 1.579, H49 1.126, C127 1.600
109 H 0.513 2.253 0.073  C127 1.127
110 C -1.797 -3.412 2.866  C18 1.519, H67 1.092, H70 1.096, O76 1.418
111 H -6.904 -0.618 -5.227  C121 1.093
112 H -0.816 -2.676 -8.347  C123 1.092
113 C 2.428 3.143 2.590  C8 1.584, C20 1.567, C27 1.585, O60 1.468
114 H 5.356 3.919 0.753  C66 1.126
115 H 2.443 -2.248 2.993  C24 1.092
116 H 0.087 -2.836 3.780  C18 1.092
117 O -3.756 -1.251 -7.458  C7 1.418, C46 1.418
118 C -4.236 1.000 -2.902  C25 1.519, H106 1.095, O124 1.420, H125 1.092
119 H -7.362 0.005 -6.809  C121 1.092
120 H 2.084 3.432 4.804  C27 1.123
121 C -7.724 -0.169 -5.794  C31 1.520, H103 1.092, H111 1.093, H119 1.092
122 H -2.084 5.546 5.223  C40 1.112
123 C -1.528 -2.276 -7.622  C7 1.519, H36 1.092, H112 1.092, H128 1.092
124 O -3.057 1.498 -2.286  C92 1.417, C118 1.420
125 H -4.809 1.873 -3.221  C118 1.092
126 H -2.367 -1.012 -3.321  C102 1.092
127 C 0.321 3.034 0.862  C8 1.556, H35 1.128, C108 1.600, H109 1.127
128 H -1.003 -1.541 -7.009  C123 1.092

---

Record 2
Formula: C39H78O39
Source: the Open Molecules 2025 dataset
Level of theory: ωB97M-V/def2-TZVPD

## Properties
**HOMO energy**: -10.28 eV
**Multiplicity**: 1
**Total charge**: 0
**Relative energy (zero: lowest compared OMol25 entry of this formula, charge and spin)**: 528.17 kJ/mol

Bonds (Å) are listed after each position.
Atoms and positions in Å:
1 O -1.890 -2.874 -5.468  C15 1.456, C100 1.387
2 O 1.339 3.877 2.340  C80 1.440, C92 1.348
3 H 3.726 5.212 -0.539  C55 1.090
4 H -1.033 -7.406 -4.999  C112 1.090
5 C 3.465 0.386 -1.094  H62 1.090, H85 1.090, O95 1.425, H103 1.090
6 H -6.959 0.464 -4.993  C137 1.090
7 H -3.030 0.974 -1.631  C24 1.090
8 O 6.235 5.252 4.869  C13 1.240
9 O 3.901 -4.283 -0.997  C150 1.347, C153 1.419
10 H 1.483 0.028 1.432  C84 1.090
11 H -2.530 -6.784 -4.172  C112 1.090
12 H 6.083 3.769 2.495  C86 1.090
13 C 5.070 4.829 4.865  O8 1.240, O14 1.287, O70 1.367
14 O 4.231 4.875 5.840  C13 1.287, C127 1.419
15 C -0.552 -2.827 -6.038  O1 1.456, H21 1.090, H23 1.090, H61 1.090
16 H 1.701 4.599 4.253  C80 1.090
17 O -3.073 2.336 0.872  C116 1.209
18 O -4.629 2.323 -6.265  C139 1.226
19 O 4.616 -3.559 0.890  C135 1.392, C150 1.368
20 O 0.461 -1.598 -0.542  C147 1.232
21 H -0.118 -1.827 -6.059  C15 1.090
22 O -2.040 4.162 0.076  C51 1.410, C116 1.308
23 H -0.567 -3.159 -7.077  C15 1.090
24 C -3.655 1.809 -1.949  H7 1.090, H28 1.090, O54 1.439, H152 1.090
25 C -4.288 -5.575 -1.097  H56 1.090, H68 1.090, H97 1.090, O141 1.426
26 H -3.191 -3.122 -3.546  C110 1.090
27 H -4.831 -0.405 8.970  C72 1.090
28 H -4.640 1.568 -1.550  C24 1.090
29 O 0.111 -5.805 -1.316  C82 1.358, C108 1.404
30 O -1.214 -4.372 -2.688  C82 1.260
31 O -3.399 -0.014 5.130  C58 1.276, C65 1.438
32 O -1.063 -0.161 -1.581  C129 1.439, C147 1.362
33 H 4.460 0.222 4.277  C140 1.090
34 H -2.399 4.712 2.005  C51 1.090
35 H 0.562 5.529 3.411  C80 1.090
36 O 3.982 0.721 2.356  C47 1.324, C140 1.452
37 H 1.312 -4.206 -1.042  C108 1.090
38 H 5.264 1.717 3.536  C140 1.090
39 O 0.922 0.336 -4.334  C102 1.435, C117 1.275
40 O 2.391 3.783 0.456  C55 1.471, C92 1.317
41 O -2.960 -1.838 -7.217  C100 1.224
42 H 4.559 3.834 1.764  C86 1.090
43 H -3.169 1.519 3.723  C65 1.090
44 O 2.223 0.088 5.071  C66 1.325, C138 1.417
45 H 3.374 1.333 6.284  C138 1.090
46 H -6.390 2.105 -4.631  C137 1.090
47 C 4.390 0.453 1.125  O36 1.324, O95 1.310, O154 1.228
48 H -0.193 -3.209 3.930  C60 1.090
49 O 0.006 0.512 4.917  C66 1.206
50 O -4.930 0.651 -4.771  C137 1.390, C139 1.315
51 C -1.554 4.445 1.369  O22 1.410, H34 1.090, H69 1.090, H93 1.090
52 H -1.087 0.959 -6.452  C99 1.090
53 H -2.970 -1.438 1.791  C109 1.090
54 O -3.071 2.976 -1.343  C24 1.439, C116 1.353
55 C 3.264 4.229 -0.639  H3 1.090, O40 1.471, H74 1.090, H90 1.090
56 H -5.368 -5.621 -1.232  C25 1.090
57 H -1.154 -1.945 4.787  C60 1.090
58 C -4.292 0.420 5.932  O31 1.276, O107 1.237, O118 1.286
59 H 5.815 0.019 3.242  C140 1.090
60 C -0.334 -2.141 4.096  H48 1.090, H57 1.090, H77 1.090, O142 1.464
61 H 0.149 -3.472 -5.508  C15 1.090
62 H 4.142 1.053 -1.627  C5 1.090
63 H -0.281 -4.072 -0.330  C108 1.090
64 H 6.573 -2.803 1.263  C135 1.090
65 C -3.234 0.432 3.772  O31 1.438, H43 1.090, H76 1.090, H81 1.090
66 C 0.958 -0.224 4.829  O44 1.325, O49 1.206, O142 1.354
67 H 5.469 5.295 2.226  C86 1.090
68 H -3.844 -6.020 -1.988  C25 1.090
69 H -0.794 5.218 1.253  C51 1.090
70 O 4.430 4.338 3.762  C13 1.367, C86 1.401
71 H 2.465 -0.350 -5.585  C102 1.090
72 C -4.920 0.382 8.221  H27 1.090, H75 1.090, O118 1.431, H124 1.090
73 O 0.078 1.986 -3.373  C117 1.326, C148 1.457
74 H 4.038 3.468 -0.539  C55 1.090
75 H -4.453 1.288 8.606  C72 1.090
76 H -2.573 -0.286 3.288  C65 1.090
77 H -0.745 -1.661 3.207  C60 1.090
78 O 5.884 -3.100 -1.019  C150 1.228
79 H -1.874 -1.986 -1.992  C129 1.090
80 C 0.872 4.494 3.554  O2 1.440, H16 1.090, H35 1.090, H114 1.090
81 H -4.165 0.315 3.218  C65 1.090
82 C -0.599 -5.437 -2.414  O29 1.358, O30 1.260, O130 1.436
83 H 0.907 -5.175 0.450  C108 1.090
84 C 0.541 0.572 1.496  H10 1.090, H111 1.090, O120 1.465, H133 1.090
85 H 2.494 0.283 -1.578  C5 1.090
86 C 5.139 4.310 2.555  H12 1.090, H42 1.090, H67 1.090, O70 1.401
87 H 5.197 -2.154 2.113  C135 1.090
88 H 1.675 1.784 6.167  C138 1.090
89 H -4.762 -1.228 1.277  C109 1.090
90 H 2.966 4.224 -1.688  C55 1.090
91 O 2.234 2.120 -4.141  C117 1.237
92 C 1.987 4.601 1.406  O2 1.348, O40 1.317, O136 1.252
93 H -1.138 3.522 1.774  C51 1.090
94 H -0.944 3.654 -2.524  C148 1.090
95 O 3.381 0.626 0.308  C5 1.425, C47 1.310
96 H 2.826 2.007 4.790  C138 1.090
97 H -3.832 -6.065 -0.236  C25 1.090
98 H 5.536 5.265 7.335  C127 1.090
99 C -1.960 1.610 -6.406  H52 1.090, H104 1.090, H119 1.090, O145 1.456
100 C -3.002 -2.336 -6.100  O1 1.387, O41 1.224, O123 1.316
101 H 4.625 6.646 6.599  C127 1.090
102 C 2.005 -0.561 -4.619  O39 1.435, H71 1.090, H113 1.090, H134 1.090
103 H 3.881 -0.620 -1.145  C5 1.090
104 H -2.170 1.815 -7.456  C99 1.090
105 H 5.831 -3.571 2.671  C135 1.090
106 H -3.425 -0.310 0.594  C109 1.090
107 O -5.010 1.403 5.712  C58 1.237
108 C 0.550 -4.758 -0.492  O29 1.404, H37 1.090, H63 1.090, H83 1.090
109 C -3.708 -1.279 1.004  H53 1.090, H89 1.090, H106 1.090, O128 1.489
110 C -4.154 -3.107 -4.057  H26 1.090, O123 1.501, H144 1.090, H149 1.090
111 H 0.598 1.616 1.805  C84 1.090
112 C -1.485 -6.600 -4.421  H4 1.090, H11 1.090, H126 1.090, O130 1.390
113 H 1.566 -1.558 -4.569  C102 1.090
114 H 0.060 3.904 3.981  C80 1.090
115 H -0.931 -1.402 -3.317  C129 1.090
116 C -2.733 3.059 -0.036  O17 1.209, O22 1.308, O54 1.353
117 C 1.132 1.563 -4.056  O39 1.275, O73 1.326, O91 1.237
118 O -4.147 -0.078 7.108  C58 1.286, C72 1.431
119 H -1.708 2.578 -5.973  C99 1.090
120 O -0.211 0.539 0.238  C84 1.465, C147 1.386
121 H 0.515 4.006 -3.489  C148 1.090
122 H 3.685 -3.741 -2.981  C153 1.090
123 O -4.127 -2.570 -5.458  C100 1.316, C110 1.501
124 H -5.931 0.646 7.911  C72 1.090
125 H 0.726 3.348 -1.916  C148 1.090
126 H -1.565 -5.669 -4.982  C112 1.090
127 C 4.569 5.631 6.992  O14 1.419, H98 1.090, H101 1.090, H131 1.090
128 O -3.550 -2.305 -0.064  C109 1.489, C146 1.254
129 C -1.623 -1.077 -2.539  O32 1.439, H79 1.090, H115 1.090, H155 1.090
130 O -0.810 -6.617 -3.205  C82 1.436, C112 1.390
131 H 3.812 5.541 7.772  C127 1.090
132 H 3.367 -5.376 -2.720  C153 1.090
133 H -0.018 0.049 2.271  C84 1.090
134 H 2.767 -0.561 -3.839  C102 1.090
135 C 5.623 -3.078 1.721  O19 1.392, H64 1.090, H87 1.090, H105 1.090
136 O 2.248 5.825 1.443  C92 1.252
137 C -6.221 1.045 -4.440  H6 1.090, H46 1.090, O50 1.390, H151 1.090
138 C 2.515 1.364 5.613  O44 1.417, H45 1.090, H88 1.090, H96 1.090
139 C -4.253 1.311 -5.685  O18 1.226, O50 1.315, O145 1.314
140 C 4.964 0.675 3.423  H33 1.090, O36 1.452, H38 1.090, H59 1.090
141 O -4.015 -4.175 -1.093  C25 1.426, C146 1.402
142 O 0.921 -1.551 4.566  C60 1.464, C66 1.354
143 O -3.997 -4.017 1.202  C146 1.206
144 H -4.982 -2.721 -3.462  C110 1.090
145 O -2.992 0.945 -5.624  C99 1.456, C139 1.314
146 C -3.773 -3.524 0.125  O128 1.254, O141 1.402, O143 1.206
147 C -0.188 -0.554 -0.614  O20 1.232, O32 1.362, O120 1.386
148 C 0.060 3.316 -2.779  O73 1.457, H94 1.090, H121 1.090, H125 1.090
149 H -4.455 -4.145 -4.198  C110 1.090
150 C 4.914 -3.587 -0.445  O9 1.347, O19 1.368, O78 1.228
151 H -6.331 0.942 -3.360  C137 1.090
152 H -3.733 2.058 -3.008  C24 1.090
153 C 4.030 -4.581 -2.378  O9 1.419, H122 1.090, H132 1.090, H156 1.090
154 O 5.491 0.044 0.769  C47 1.228
155 H -2.440 -0.640 -3.113  C129 1.090
156 H 5.045 -4.870 -2.649  C153 1.090